16
Properties=species:S:1:pos:R:3 method="wB97M-V/def2-TZVPD" gap_ev=12.278 total_charge=0 homo_energy_ev=-11.120 e_above_lowest_kcal_mol=15.89 total_energy_ev=-4341.8391
C 0.3735 -1.4759 -0.3058
C 0.5195 -2.4795 0.8561
H 0.9488 -1.6797 -1.2317
H -0.6705 -1.3255 -0.6554
H 0.7063 -0.5359 0.0359
H 1.2095 -2.1834 1.6618
H -0.4052 -2.4929 1.3909
H 0.6769 -3.4882 0.4598
C -1.0634 1.6367 0.0068
C 0.1881 2.3016 -0.5466
H -0.8285 0.5305 0.0931
H -1.3477 2.0764 0.8872
H -1.8864 1.5974 -0.6751
H 0.8383 2.4915 0.3116
H -0.0303 3.3267 -0.9006
H 0.6829 1.7858 -1.4409

=====

11
Properties=species:S:1:pos:R:3 method="wB97M-V/def2-TZVPD" gap_ev=3.361 total_charge=+1 homo_energy_ev=-12.385 e_above_lowest_kcal_mol=3.76 total_energy_ev=-44596.7635
Mg -0.5636 0.3810 3.6414
F -0.9746 -1.1848 -2.8189
N -0.4413 -1.3461 -0.3460
S -1.4169 -0.4815 -1.3483
O -2.8067 -0.9187 -1.1394
S 0.4478 -0.6940 0.7970
O -0.3849 0.1861 1.7863
C 1.3592 0.7634 -0.0119
F 2.3834 1.0573 0.7756
F 1.8023 0.4043 -1.2035
F 0.5952 1.8331 -0.1322